{
  "formula": "C26H56B2INO13S5",
  "method": "ωB97M-V/def2-TZVPD",
  "multiplicity": 1,
  "orbital_gap_ev": 8.8,
  "smiles": "CCOCCOB(I)B(O)N(C)C.O=S1(=O)CCCC1.O=S1(=O)CCCC1.O=S1(=O)CCCC1.O=S1(=O)CCCC1.O=S1(=O)CCCC1",
  "total_charge": 0,
  "fmax_ev_per_a": 4.23,
  "mol_weight_g_mol": 899.59,
  "symbols": ["C", "C", "O", "C", "C", "O", "B", "I", "B", "O", "N", "C", "C", "H", "H", "H", "H", "H", "H", "H", "H", "H", "H", "H", "H", "H", "H", "H", "H", "C", "C", "C", "S", "O", "O", "C", "H", "H", "H", "H", "H", "H", "H", "H", "C", "C", "C", "S", "O", "O", "C", "H", "H", "H", "H", "H", "H", "H", "H", "C", "C", "C", "S", "O", "O", "C", "H", "H", "H", "H", "H", "H", "H", "H", "C", "C", "C", "S", "O", "O", "C", "H", "H", "H", "H", "H", "H", "H", "H", "C", "C", "C", "S", "O", "O", "C", "H", "H", "H", "H", "H", "H", "H", "H"],
  "xyz": [[-4.98476, -3.94124, -3.58091], [-4.30727, -2.43880, -3.31864], [-2.92487, -2.58033, -2.84010], [-2.65454, -1.77174, -1.64231], [-1.71744, -0.42540, -1.95438], [-1.52931, -0.16065, -3.38707], [-2.29684, 1.00744, -3.85699], [-2.25980, 3.03418, -3.00090], [-3.26325, 0.78435, -5.19222], [-4.74707, 0.89682, -4.97980], [-2.78072, 0.45957, -6.59359], [-2.65074, 1.68451, -7.47225], [-1.54460, -0.41172, -6.60726], [-5.82307, -3.74842, -4.40842], [-5.41439, -4.40274, -2.59520], [-4.15016, -4.61568, -4.09753], [-4.25514, -1.93934, -4.38856], [-4.99674, -1.75649, -2.66523], [-3.60409, -1.48649, -1.01173], [-1.99290, -2.45841, -0.92447], [-0.63223, -0.65520, -1.51313], [-2.14720, 0.46534, -1.33036], [-5.09503, 0.00311, -5.33279], [-2.42541, 2.62297, -6.77970], [-3.69477, 1.93583, -7.99343], [-1.87055, 1.56755, -8.35241], [-1.81721, -1.45676, -6.10914], [-0.58384, 0.08503, -6.15829], [-1.27551, -0.67904, -7.73832], [3.68442, 0.45156, 0.28054], [4.64585, -0.71392, 0.05273], [3.84970, -1.84521, -0.59565], [2.52044, -1.06621, -1.50001], [1.26399, -1.44109, -0.88607], [2.76238, -1.21018, -2.92169], [2.90752, 0.60530, -1.01852], [4.21582, 1.37120, 0.54225], [2.99906, 0.21034, 1.10184], [5.45094, -0.39622, -0.62094], [5.11085, -1.04350, 0.98710], [4.46627, -2.42699, -1.28550], [3.40731, -2.50502, 0.15576], [1.98905, 1.18346, -0.90397], [3.53323, 1.04286, -1.80215], [0.48305, 3.72805, 4.58704], [-0.30252, 3.15537, 3.40827], [0.70308, 2.81130, 2.31079], [2.24329, 2.44862, 3.14018], [3.21225, 3.46069, 2.77553], [2.52298, 1.03100, 3.02808], [1.66380, 2.79036, 4.79033], [-0.13245, 3.80050, 5.48845], [0.84092, 4.73441, 4.33884], [-0.82665, 2.24604, 3.72662], [-1.05784, 3.85928, 3.04510], [0.38654, 1.93828, 1.73446], [0.87032, 3.65931, 1.64102], [2.46587, 3.23200, 5.38415], [1.34282, 1.84364, 5.23502], [2.73535, -2.99439, -5.33447], [1.94979, -3.56707, -6.51325], [2.95538, -3.91114, -7.61073], [4.49559, -4.27382, -6.78134], [5.46455, -3.26175, -7.14598], [4.77528, -5.69144, -6.89344], [3.91610, -3.93208, -5.13118], [2.11985, -2.92194, -4.43306], [3.09322, -1.98803, -5.58268], [1.42565, -4.47640, -6.19490], [1.19446, -2.86316, -6.87641], [2.63884, -4.78416, -8.18706], [3.12262, -3.06313, -8.28049], [4.71817, -3.49044, -4.53737], [3.59512, -4.87880, -4.68650], [-4.51927, -3.70586, 1.75798], [-5.10466, -2.41940, 1.17751], [-5.72899, -1.63775, 2.33219], [-4.82011, -2.10151, 3.79866], [-5.71296, -2.81478, 4.68760], [-4.02168, -0.97570, 4.24080], [-3.75190, -3.28500, 3.00248], [-3.87139, -4.21731, 1.04014], [-5.33073, -4.39110, 2.03080], [-4.30212, -1.82658, 0.72205], [-5.84283, -2.62703, 0.39656], [-5.64553, -0.55880, 2.17918], [-6.77665, -1.91299, 2.48158], [-3.54318, -4.11495, 3.67967], [-2.82270, -2.77180, 2.73741], [2.73052, 5.79244, 10.33314], [4.04821, 5.76581, 9.56009], [3.96033, 4.62926, 8.54295], [2.22677, 4.43814, 8.15578], [1.78855, 3.14296, 8.63181], [1.98908, 4.88655, 6.79825], [1.63437, 5.68419, 9.28362], [2.62766, 6.70394, 10.92913], [2.68425, 4.93454, 11.01454], [4.18311, 6.71997, 9.03634], [4.90598, 5.63346, 10.22689], [4.51287, 4.86331, 7.62947], [4.31943, 3.68633, 8.96440], [0.67039, 5.38486, 9.69851], [1.53045, 6.61907, 8.72485]],
  "forces_ev_per_a": [[0.511, 1.186, -0.803], [-0.550, -0.723, -1.615], [-1.977, 1.539, 1.663], [1.312, -0.302, 0.725], [1.385, -0.940, 1.841], [-2.852, 2.979, 0.932], [1.854, -2.358, 0.948], [0.099, -0.743, -0.026], [-2.562, -0.053, -2.046], [2.434, -2.424, -0.806], [1.068, 0.098, 0.843], [-1.200, 1.311, -0.335], [0.321, -1.031, -1.078], [1.595, -0.648, 2.032], [0.868, 0.766, -2.041], [-1.867, 1.376, 1.379], [-0.046, -0.870, 2.051], [1.461, -1.332, -0.930], [1.620, -0.493, -1.733], [-1.376, 1.455, -1.567], [-2.519, 0.496, -1.065], [0.664, -1.397, -1.486], [0.562, 2.317, 0.348], [-0.035, -1.658, -1.767], [2.203, -0.652, 1.148], [-1.431, 0.094, 2.146], [0.854, 2.396, -0.758], [-1.719, -0.991, -0.509], [-0.650, 0.649, 2.342], [-0.113, -0.118, 0.245], [0.364, 0.173, 0.045], [0.459, -0.467, 0.289], [0.329, 0.361, -0.225], [0.101, -0.145, -0.333], [-0.441, -0.148, 0.428], [0.127, 0.503, 0.109], [-0.146, -0.125, 0.016], [0.228, 0.128, -0.244], [-0.095, -0.072, 0.073], [-0.088, 0.040, -0.165], [-0.295, 0.022, 0.019], [-0.062, 0.112, -0.183], [0.000, -0.162, -0.150], [-0.157, -0.121, -0.004], [-0.108, 0.239, -0.005], [-0.350, -0.076, 0.121], [-0.525, 0.067, -0.538], [-0.146, -0.018, 0.530], [0.025, -0.501, -0.140], [0.260, 0.383, -0.023], [-0.037, 0.010, 0.361], [0.185, 0.003, -0.155], [-0.006, -0.146, 0.139], [0.072, 0.122, -0.054], [0.113, -0.138, 0.020], [0.234, 0.110, 0.014], [0.120, -0.145, 0.103], [-0.099, -0.171, -0.305], [0.090, 0.068, -0.114], [-0.237, 0.183, 0.047], [-0.280, -0.055, 0.079], [-0.580, 0.073, -0.484], [0.226, -0.315, 0.139], [-0.105, -0.469, -0.004], [0.224, 0.534, -0.145], [-0.170, 0.151, 0.495], [0.204, 0.063, -0.233], [-0.046, -0.141, 0.149], [0.069, 0.117, -0.045], [0.101, -0.121, 0.047], [0.276, 0.129, 0.026], [0.126, -0.155, 0.115], [0.023, -0.117, -0.184], [0.105, 0.069, -0.118], [-0.090, -0.232, -0.138], [0.050, 0.035, -0.296], [-0.435, 0.292, -0.517], [0.255, 0.187, 0.388], [0.337, 0.399, -0.137], [-0.453, -0.415, 0.119], [0.329, -0.406, -0.221], [-0.089, 0.052, 0.107], [0.135, 0.058, -0.014], [-0.167, -0.134, 0.211], [0.107, 0.065, 0.093], [-0.052, -0.165, 0.239], [0.190, 0.037, 0.125], [-0.051, 0.225, 0.070], [-0.129, -0.014, 0.105], [0.051, -0.043, 0.283], [0.224, 0.299, 0.106], [0.715, -0.017, 0.014], [-0.153, 0.092, 0.038], [0.033, 0.333, -0.487], [-0.039, -0.286, 0.488], [-0.248, 0.368, 0.351], [-0.011, -0.153, -0.080], [-0.049, 0.124, -0.076], [-0.025, -0.139, 0.075], [-0.125, 0.020, -0.144], [-0.205, -0.191, 0.058], [-0.184, 0.074, -0.127], [0.078, -0.072, -0.215], [-0.003, -0.173, -0.003]],
  "mulliken_charge": [-1.01, 0.13, -0.37, 0.16, 0.19, 0.17, 0.80, -0.14, -0.64, -0.60, 0.17, -0.81, -0.86, 0.33, 0.24, 0.25, -0.15, 0.34, -0.15, 0.31, -0.29, 0.18, 0.32, 0.25, 0.23, 0.28, 0.20, 0.24, 0.42, -0.21, -0.85, -0.75, 1.20, -0.77, -0.63, -0.87, 0.44, 0.13, 0.32, 0.37, 0.35, 0.40, 0.36, 0.42, -0.53, -0.83, -0.53, 1.35, -0.72, -0.71, -0.61, 0.36, 0.27, 0.32, 0.36, 0.27, 0.40, 0.25, 0.34, -0.23, -0.53, -0.70, 1.18, -0.67, -0.68, -0.73, 0.14, 0.24, 0.34, 0.15, 0.38, 0.36, 0.38, 0.37, -0.76, -0.09, -0.77, 1.11, -0.65, -0.64, -0.73, 0.37, 0.33, -0.28, 0.52, 0.37, 0.37, 0.45, 0.34, -0.59, -0.64, -0.68, 1.25, -0.72, -0.66, -0.75, 0.35, 0.29, 0.30, 0.32, 0.35, 0.41, 0.41, 0.35]
}

=====

{
  "formula": "CH8N2O",
  "method": "ωB97M-V/def2-TZVPD",
  "multiplicity": 1,
  "orbital_gap_ev": 7.1,
  "de_lowest_kcal_mol": 148.9,
  "total_charge": 0,
  "fmax_ev_per_a": 3.39,
  "mol_weight_g_mol": 64.09,
  "symbols": ["N", "H", "H", "H", "H", "N", "C", "O", "H", "H", "H", "H"],
  "xyz": [[2.02954, -0.52142, -0.82087], [1.41054, -1.12986, -0.38880], [1.92738, 0.46139, -0.55555], [-0.47956, 1.17683, 2.00509], [3.01202, -0.71274, -0.60683], [-2.02040, -0.97729, -0.50015], [-1.46192, 0.24265, -0.18878], [-0.69533, 0.99318, -0.91527], [-1.33552, -1.61013, -0.90493], [0.26017, 1.39662, 1.77558], [-0.47780, -0.13654, 0.57277], [-2.16911, 0.81731, 0.52771]],
  "forces_ev_per_a": [[2.421, 2.149, -1.014], [-1.072, -1.126, 1.122], [-0.665, -0.581, -0.161], [1.814, 0.562, -0.336], [-0.642, -0.518, 0.016], [1.753, 0.054, 2.498], [-1.593, 1.031, -0.170], [0.603, -0.845, 0.922], [0.007, 0.269, -1.259], [-1.656, -0.493, 0.571], [-1.915, 0.029, -1.422], [0.946, -0.530, -0.765]],
  "nbo_charge": [-1.07, 0.35, 0.37, -0.01, 0.36, -0.48, 0.01, -0.54, 0.33, 0.03, 0.48, 0.17]
}